[1]
Here is a molecular structure, C33H27N4OS4W from the Open Molecules 2025 dataset. Energies are from the ωB97M-V functional and the def2-TZVPD basis.

The geometry in XYZ format:
```
70
Properties=species:S:1:pos:R:3:forces:R:3:mulliken_charge:R:1
W 0.595 0.160 -0.379 0.1223 -0.0713 -0.3273 1.0190
S 2.861 0.757 -1.278 0.1145 -0.1055 0.2240 -0.2925
S -1.777 0.423 2.338 0.0546 0.0443 -0.0830 -0.4364
S 0.929 -1.514 -2.239 -0.0804 -0.1393 -0.0356 -0.4806
S 0.038 2.448 0.130 -0.0320 -0.0135 0.2201 -0.5274
O 1.277 0.621 1.791 0.1473 -0.1918 0.0227 -0.9235
N -0.962 0.572 -1.778 0.0925 -0.2361 0.2669 1.0218
N 1.832 -1.442 0.549 -0.2032 0.2901 -0.2541 0.7350
N -0.981 -1.230 0.209 -0.1151 0.2770 -0.0439 -0.3786
N 0.237 -1.381 2.279 -0.1050 0.0803 0.1142 0.3753
C 1.391 -0.565 -4.784 0.0084 0.0245 -0.0396 -0.5715
C -2.105 -0.194 -1.623 -0.0887 -0.0659 0.0487 0.6781
C -1.732 2.346 0.233 0.0331 -0.0064 -0.0491 0.6493
C 0.855 -0.127 2.673 0.0399 0.2871 -0.1743 0.3389
C -2.451 3.227 -0.578 -0.0648 0.0202 0.0157 -0.5395
C -3.335 -2.022 -0.348 -0.0432 -0.0207 0.0199 -2.0944
C 0.587 -0.764 5.053 0.0367 0.0149 -0.0075 -0.0503
C -3.846 1.426 0.974 -0.0139 0.0068 0.0077 -0.4670
C -0.873 1.462 -2.799 0.0074 0.0557 -0.0464 -0.4116
C 1.398 0.698 6.771 0.0131 0.0338 0.0121 -0.3329
C 2.521 0.576 -3.014 -0.0377 -0.0283 0.0164 0.3454
C 3.702 -0.853 -0.917 0.0519 -0.0463 -0.0371 -1.4597
C -4.538 2.295 0.154 0.0043 0.0006 -0.0070 -0.7596
C -3.833 3.208 -0.618 0.0222 -0.0069 0.0085 -0.6853
C -1.863 1.662 -3.706 0.0455 0.0085 0.0241 -1.1900
C 3.612 -2.966 0.480 -0.0173 0.0522 -0.0118 -0.9564
C 1.685 1.322 4.473 -0.0206 -0.0214 -0.0127 -0.3168
C 3.105 1.457 -3.911 0.0039 0.0149 -0.0365 -0.6982
C -2.450 1.436 1.025 -0.1115 -0.0490 0.0198 0.4485
C -3.053 0.897 -3.571 -0.0021 -0.0420 0.0400 -0.6315
C 1.976 0.308 -5.688 -0.0033 -0.0027 -0.0068 -0.6238
C 2.966 -3.736 1.430 -0.0153 -0.0371 0.0427 -0.5417
C -2.195 -1.086 -0.594 0.0556 0.0433 -0.1158 0.3350
C 1.050 0.135 4.089 -0.0253 -0.0087 0.0551 0.2958
C 3.012 -1.788 0.044 0.0107 -0.1018 0.1203 0.7551
C 2.823 1.323 -5.262 0.0079 0.0038 0.0091 -0.6761
C -1.105 -1.163 1.667 -0.2534 -0.0806 0.1894 0.2000
C 1.649 -0.440 -3.422 0.0346 0.0469 0.0415 0.9742
C 1.254 -2.106 1.568 0.1961 0.0092 0.0203 0.4861
C 0.762 -0.477 6.395 0.0042 -0.0108 -0.0064 -1.0373
C 1.783 -3.293 2.023 0.0304 0.0420 -0.1029 -1.3918
C -3.179 0.005 -2.562 0.0049 0.0370 -0.0533 -1.5469
C 1.860 1.596 5.814 -0.0038 -0.0065 0.0095 -0.7969
H -3.865 1.033 -4.274 -0.0041 0.0026 -0.0051 0.4610
H -3.441 -2.788 -1.124 0.0081 0.0087 -0.0111 0.3101
H -4.382 0.724 1.600 -0.0034 0.0036 0.0044 0.5369
H 3.766 2.237 -3.556 0.0038 0.0012 0.0079 0.4632
H 2.349 2.510 6.121 -0.0024 0.0057 -0.0017 0.4284
H -3.226 -2.550 0.601 0.0109 -0.0041 -0.0024 0.4037
H 1.754 0.203 -6.742 0.0005 -0.0005 -0.0039 0.4232
H -1.902 3.928 -1.192 0.0193 -0.0023 0.0104 0.4485
H 4.571 -3.267 0.081 0.0042 -0.0008 0.0012 0.5453
H 1.318 -3.822 2.841 -0.0180 0.0070 0.0070 0.5489
H 4.680 -0.603 -0.501 -0.0038 0.0164 -0.0139 0.6905
H 1.532 0.922 7.822 0.0011 -0.0056 0.0044 0.4167
H 0.093 -1.672 4.741 -0.0119 -0.0064 0.0056 0.4583
H 0.711 -1.332 -5.127 -0.0022 -0.0155 0.0248 0.4942
H 0.049 2.027 -2.838 -0.0182 0.0101 -0.0251 0.5070
H 3.860 -1.341 -1.877 -0.0279 0.0173 -0.0044 0.5321
H -4.079 -0.583 -2.449 -0.0020 -0.0062 0.0015 0.4732
H 3.265 2.002 -5.977 0.0040 0.0097 0.0027 0.4178
H 0.403 -1.164 7.148 -0.0046 -0.0082 -0.0049 0.4244
H -1.735 2.384 -4.498 0.0017 0.0019 -0.0053 0.5227
H 2.021 2.015 3.714 -0.0070 -0.0016 -0.0157 0.4708
H -0.590 -2.160 0.017 -0.0307 0.0015 -0.0171 0.7572
H -4.357 3.904 -1.260 -0.0063 -0.0006 -0.0031 0.4299
H -4.288 -1.489 -0.286 0.0035 0.0134 -0.0048 0.4624
H -5.619 2.269 0.128 -0.0025 0.0002 0.0010 0.4217
H 3.413 -4.663 1.765 0.0064 -0.0011 -0.0056 0.4695
H -1.784 -1.934 2.029 0.1758 -0.1468 -0.0445 0.6429
```
Forces are in eV/Å.

multiplicity = 3
HOMO level (spin up / spin down) = -0.3242 / -0.3246 Ha
total charge = +1



[2]
Here is a gas-phase ion, C4H8IN2S (charge +1) from the Open Molecules 2025 dataset. Energies are from the ωB97M-V functional and the def2-TZVPD basis.

The geometry in XYZ format:
```
16
Properties=species:S:1:pos:R:3:forces:R:3:mulliken_charge:R:1
I 2.543 -2.010 -0.170 -1.4228 0.9744 0.3368 0.2139
S 1.171 2.475 0.603 0.0713 -0.9344 -0.0528 0.0061
N 1.043 0.093 1.952 -1.6337 -6.0312 -2.1329 -0.3612
N 0.651 0.216 -0.925 -0.6067 1.5613 -0.3108 -0.0860
C 0.011 1.418 -0.286 2.1371 1.1108 1.4156 -0.8889
C 1.360 1.245 1.932 1.3573 4.1923 -1.7686 0.0249
C 0.646 -0.860 0.091 1.9434 -0.7406 1.8718 0.0040
C -0.613 -1.792 0.106 2.1694 2.9087 0.6284 -1.1950
H -1.284 -1.502 0.868 -1.0294 0.7509 0.6029 0.3478
H -0.632 1.152 0.502 -1.3900 -0.8882 0.2861 0.4076
H 0.006 0.066 -1.720 0.6115 -0.7790 0.0311 0.3702
H -1.010 -1.767 -0.858 -1.0277 -0.2047 -1.5353 0.3755
H -0.376 2.064 -0.991 -1.2573 0.9007 -1.7325 0.4771
H 1.965 1.666 2.689 0.2498 0.4042 1.4260 0.4240
H -0.310 -2.735 0.382 0.7919 -2.1834 0.2855 0.4541
H 1.584 0.556 -1.301 -0.9641 -1.0417 0.6486 0.4259
```
Forces are in eV/Å.

HOMO level (spin up / spin down) = -0.4897 / -0.4897 Ha
total charge = +1



[3]
Here is a molecular structure, C25H24AsN6O8RuS3 from the Open Molecules 2025 dataset. Energies are from the ωB97M-V functional and the def2-TZVPD basis.

The geometry in XYZ format:
```
68
Properties=species:S:1:pos:R:3:forces:R:3:mulliken_charge:R:1
Ru -0.070 -1.037 0.409 -0.3086 -0.3811 -0.1222 0.5122
As -2.939 -2.593 -0.553 -0.0140 -0.2777 0.1536 0.8333
S -2.531 0.983 -1.057 -0.0716 -0.0658 0.1593 1.5006
S 1.357 -1.719 -1.354 0.1765 0.2806 0.0784 -0.2657
S 3.787 -3.450 -0.995 0.1299 -0.0640 0.1508 -0.1631
O -3.240 1.361 0.154 0.0542 -0.0278 -0.0595 -0.8753
O -3.779 -1.966 0.894 0.0477 0.0005 0.0506 -0.5476
O 1.749 4.355 4.445 0.0457 -0.0017 0.0082 -0.6486
O -1.460 0.001 -0.824 0.1745 0.4106 -0.0398 -0.3115
O -3.543 -4.086 -0.864 0.0854 0.2172 0.0569 -0.8442
O -2.107 2.100 -1.872 0.0125 0.0182 -0.0172 -0.7306
O 1.742 1.430 -1.691 0.1927 0.3089 -0.1454 -0.3922
O -1.300 -2.597 -0.210 -0.0338 -0.0179 -0.0247 -0.4411
N 0.467 5.445 2.948 -0.0191 -0.0049 -0.0084 -0.3177
N 2.161 -2.882 0.947 0.0064 -0.0452 -0.0529 -1.7534
N 0.899 0.740 1.073 -0.4823 -0.1189 0.1790 0.7620
N 2.792 1.151 -2.338 0.0500 -0.1680 -0.0646 0.2751
N 1.012 -2.274 1.424 0.1467 0.0968 -0.2497 1.4091
N -1.107 -1.008 2.251 0.1630 0.1545 -0.0714 0.6450
C -4.619 -2.077 -2.709 0.0150 -0.0124 -0.0530 -0.4470
C 1.127 4.343 3.400 -0.0267 -0.0432 -0.0463 0.1944
C -2.710 -0.410 3.905 0.0013 0.0106 -0.0557 -0.9907
C 0.612 -2.611 2.606 -0.2246 0.0692 0.2412 -0.9888
C 0.416 1.888 0.580 0.0358 -0.0069 -0.1201 -1.3841
C -2.169 -1.333 4.782 0.0481 -0.0748 0.0320 -0.4195
C 0.456 3.078 1.283 0.0345 0.0437 -0.0643 -1.2393
C -0.561 -1.902 3.107 0.2178 -0.1452 -0.1164 1.0982
C -2.157 -0.283 2.639 0.0202 -0.0290 0.0051 -0.5152
C 1.059 3.119 2.530 0.0256 0.0368 0.0114 1.3406
C -3.738 -1.385 -1.881 0.0028 0.0287 -0.0960 -0.4097
C 2.348 -2.644 -0.328 -0.2087 -0.0101 0.2144 0.4269
C 2.703 0.509 -3.535 0.0146 0.0090 -0.0441 -0.1559
C 3.831 0.170 -4.245 -0.0265 0.1451 -0.0668 -0.7707
C 4.622 -2.008 -1.692 -0.1256 -0.1227 -0.0574 -0.5995
C 4.021 1.444 -1.838 -0.0273 0.0058 -0.0496 -0.1190
C 1.638 1.949 3.002 0.0689 -0.0199 0.0724 -0.9893
C -5.241 -0.044 -3.829 -0.0036 -0.0034 0.0009 -0.5495
C -5.364 -1.415 -3.675 -0.0102 0.0204 0.0000 -0.6157
C -1.083 -2.092 4.379 -0.0333 -0.0359 0.1216 -0.9267
C 5.169 1.114 -2.525 -0.0122 0.0742 -0.0688 -0.7274
C -4.368 0.660 -3.014 0.0153 -0.0376 0.0374 -0.6680
C 5.092 0.470 -3.749 0.0182 0.1095 -0.0403 -0.1919
C 1.530 0.793 2.255 0.0770 -0.0825 -0.0892 -0.4555
C -3.626 -0.003 -2.046 -0.1040 -0.0516 -0.0610 0.4588
H 0.001 3.941 0.815 0.0286 0.0013 -0.0090 0.2167
H -4.230 1.727 -3.128 -0.0057 -0.0022 0.0018 0.4518
H 0.407 6.224 3.580 0.0008 0.0033 0.0023 0.2437
H -3.564 0.196 4.175 0.0060 -0.0014 -0.0136 0.4952
H 5.985 0.198 -4.294 -0.0085 0.0030 0.0045 0.3808
H -4.085 -2.753 1.364 -0.0188 0.0199 -0.0402 0.2771
H 1.147 -3.361 3.175 -0.0363 0.0098 0.0265 0.3601
H -6.040 -1.978 -4.308 0.0076 0.0003 -0.0069 0.3746
H 4.064 -1.600 -2.531 0.0611 -0.1267 0.1745 0.0779
H 4.753 -1.245 -0.926 0.0111 -0.0465 -0.0117 0.3041
H -0.630 -2.825 5.034 -0.0146 0.0117 0.0053 0.4689
H 3.995 1.934 -0.877 -0.0060 -0.0030 0.0112 0.4647
H 3.707 -0.344 -5.188 -0.0041 -0.0085 0.0094 0.3734
H 1.948 -0.139 2.610 -0.0707 -0.0334 0.0263 0.5001
H 2.139 1.945 3.959 0.0015 0.0023 -0.0080 0.4813
H 6.123 1.366 -2.082 -0.0018 -0.0074 0.0080 0.3732
H -2.591 -1.466 5.771 0.0136 -0.0023 0.0022 0.3967
H -0.016 1.841 -0.408 -0.1060 0.0010 0.1216 1.2757
H -0.199 5.387 2.200 -0.0118 -0.0088 0.0082 0.1832
H -4.702 -3.149 -2.576 -0.0006 0.0011 0.0160 0.5247
H -5.813 0.478 -4.587 -0.0004 -0.0049 0.0048 0.3665
H 1.689 0.295 -3.835 0.0155 -0.0051 0.0074 0.4362
H -2.568 0.393 1.900 -0.0025 0.0112 -0.0152 0.6063
H 5.601 -2.348 -2.032 -0.0062 -0.0069 -0.0143 0.3648
```
Forces are in eV/Å.

HOMO level = -0.1595 Ha
total charge = -1



[4]
Here is a molecular structure, C5H9NO from the Open Molecules 2025 dataset. Energies are from the ωB97M-V functional and the def2-TZVPD basis.

The geometry in XYZ format:
```
16
Properties=species:S:1:pos:R:3:forces:R:3:mulliken_charge:R:1
O -0.242 0.799 -1.199 1.1251 -0.5825 0.5151 -0.3884
N 3.137 0.302 0.145 -0.9691 0.3059 -0.9286 -0.4038
C -1.605 -0.318 1.431 -0.2225 0.0935 -0.0716 -1.1123
C -0.286 -0.816 0.874 0.1086 -0.0745 0.0201 -0.2616
C -0.096 -0.887 -0.612 -0.2692 -0.5122 0.0849 -0.6491
C 2.255 0.505 -0.579 0.0769 -0.3317 1.4206 0.3476
C 1.195 0.873 -1.533 -0.0573 0.6795 -0.3128 -0.2828
H -1.037 -1.175 -1.094 -0.1235 -0.2401 0.2014 0.2328
H -1.644 -0.471 2.516 -0.1742 0.1268 -0.1742 0.3436
H -0.180 -1.875 1.149 0.0875 -0.0087 -0.0890 0.3090
H 1.364 0.205 -2.381 -0.5708 0.2598 0.1347 0.2629
H 0.530 -0.310 1.407 0.1234 -0.1100 -0.2958 0.2508
H 1.406 1.895 -1.811 -0.0884 0.5119 -0.3053 0.3775
H -1.732 0.754 1.233 -0.1166 -0.0170 0.1589 0.2957
H -2.427 -0.844 0.941 -0.0953 0.0566 0.1972 0.2981
H -0.638 1.361 -0.488 1.1655 -0.1572 -0.5557 0.3800
```
Forces are in eV/Å.

HOMO level = -0.2827 Ha



[5]
Here is 3 unconnected molecules or ions with the total composition C3H9NO4 from the Open Molecules 2025 dataset. Energies are from the ωB97M-V functional and the def2-TZVPD basis.

The geometry in XYZ format:
```
17
Properties=species:S:1:pos:R:3:forces:R:3:mulliken_charge:R:1
O -3.173 -0.672 -1.842 0.1120 0.1696 -0.1578 -0.4840
O 1.554 2.942 3.089 0.0895 -0.2535 0.2329 -0.6425
O 1.058 -1.541 -0.011 -0.0760 -1.0576 -0.2638 -0.6148
O 2.577 0.571 0.369 0.0065 0.4965 0.0067 -0.6891
N -0.997 -1.809 -0.851 1.2126 1.2880 0.3077 -0.1965
C 0.276 -2.275 -0.601 -0.9732 1.3815 0.0638 -0.0080
C -1.189 -0.338 -0.584 -0.4007 -1.1856 -1.5412 -0.1898
C -2.257 0.085 -1.618 -0.8753 -1.1067 0.7322 -0.0540
H 0.603 -3.250 -0.965 -0.5005 -0.2849 -0.0206 0.4025
H 2.130 3.708 3.004 -0.1295 0.0092 -0.1650 0.3242
H -0.283 0.211 -0.845 0.0613 -0.1121 0.7146 0.2277
H 0.883 3.006 2.406 0.0678 0.1911 -0.1179 0.3145
H 2.535 0.899 1.278 -0.1666 -0.2399 -0.2696 0.3046
H -1.805 -2.198 -1.312 0.4182 -0.7288 -0.1118 0.2028
H -2.234 1.011 -2.199 0.5289 0.4318 0.2777 0.3823
H 1.856 -0.070 0.232 0.4726 0.1934 0.4409 0.4421
H -1.534 -0.278 0.450 0.1525 0.8079 -0.1287 0.2780
```
Forces are in eV/Å.

structure (SMILES) = O=CCNC=O.O.O
HOMO level = -0.3790 Ha



[6]
Here is 3 unconnected molecules or ions with the total composition C5H11N from the Open Molecules 2025 dataset. Energies are from the ωB97M-V functional and the def2-TZVPD basis.

The geometry in XYZ format:
```
17
Properties=species:S:1:pos:R:3:forces:R:3:mulliken_charge:R:1
N 0.718 -1.150 -0.820 0.1823 -0.2735 0.3808 -0.4879
C 1.150 -1.513 0.301 -0.1466 0.0264 -0.3793 -0.3923
C -2.241 1.121 -0.359 -0.0351 -0.1445 -0.1064 -0.5299
C 1.240 -0.080 0.128 0.0446 0.3109 0.1151 0.5809
C 2.522 0.630 -0.232 0.0323 -0.0207 -0.0260 -1.2434
C -2.306 -0.076 -0.935 0.0075 0.1788 0.0572 -0.4676
H 3.171 -0.026 -0.820 -0.0795 0.0847 0.0985 0.3482
H -1.542 -0.421 -1.625 -0.1328 0.0775 0.1027 0.2664
H 1.289 -2.429 0.864 -0.0123 0.1138 -0.0911 0.3354
H -1.347 -0.650 1.781 0.0345 -0.0459 0.0810 -0.2223
H 0.465 0.544 0.578 0.1246 -0.1207 -0.0729 0.2533
H 3.069 0.941 0.666 -0.0854 -0.0335 -0.1186 0.3026
H -1.429 1.812 -0.576 -0.1087 -0.1079 0.0152 0.2591
H 2.314 1.526 -0.827 0.0264 -0.1171 0.0813 0.2818
H -3.121 -0.764 -0.722 0.0983 0.1117 -0.0069 0.2535
H -1.051 -0.929 2.406 -0.0373 0.0222 -0.0321 0.2151
H -2.996 1.463 0.344 0.0874 -0.0621 -0.0985 0.2473
```
Forces are in eV/Å.

structure (SMILES) = C[C@@H]1C=N1.[H][H].C=C
HOMO level = -0.3647 Ha



[7]
Here is a single C5H5BrN2 molecule from the Open Molecules 2025 dataset. Energies are from the ωB97M-V functional and the def2-TZVPD basis.

The geometry in XYZ format:
```
13
Properties=species:S:1:pos:R:3:forces:R:3:mulliken_charge:R:1
Br -1.805 -2.824 2.586 0.0717 -0.1541 -0.1933 -0.0926
N -0.438 -0.413 -1.346 -2.1320 -1.1579 -3.1177 -0.4259
N -1.559 -1.367 -1.356 2.3376 2.0377 1.5557 -0.0710
C -1.345 -2.097 0.975 0.1178 0.2617 -1.5754 -0.5207
C 0.386 0.012 -0.616 0.5457 -0.1778 2.2839 0.3075
C 1.016 1.361 1.264 0.2571 1.5204 -0.1701 -0.7396
C -1.708 -2.256 -0.300 -1.3231 -0.5605 0.6253 0.2550
C 1.115 0.223 0.589 -1.8673 0.5202 -1.6558 -0.2603
H -2.373 -3.088 -0.626 0.5267 0.3601 0.4749 0.3290
H -1.852 -1.474 -2.304 -0.0485 -0.6429 -0.0474 0.2673
H 1.558 1.449 2.168 0.3407 0.1439 0.8404 0.2953
H 1.624 -0.633 0.894 1.1392 -1.0906 0.7794 0.3909
H 0.566 2.301 0.881 0.0343 -1.0604 0.2002 0.2653
```
Forces are in eV/Å.

HOMO level (spin up / spin down) = -0.3075 / -0.2467 Ha



Listing energy above the lowest of the compared OMol25 structures with the same formula, charge and spin for the structures above in their given order: 0.0; 70.7; 0.0; 135.6; 26.7; 90.9; 136.9 kcal per mole.